Entry from the OMol25 dataset: the molecule C9H13N3O in a non-equilibrium geometry (ωB97M-V with the def2-TZVPD basis set).

Geometry as XYZ:
```
26
Properties=species:S:1:pos:R:3:forces:R:3
C 2.002 1.497 -0.572 -0.4 -1.3 0.2
C 2.152 -1.371 1.310 0.9 -0.4 -0.4
C 2.036 -1.793 0.057 -1.9 0.1 0.5
C -0.268 1.081 0.322 2.3 -1.6 -1.2
C 1.879 0.062 1.417 0.9 2.9 3.7
C 1.259 0.453 0.087 -2.4 -0.8 -0.3
C -0.099 2.406 1.051 -4.4 -0.2 -0.1
C 1.282 -1.003 -2.099 -0.1 1.8 0.2
C -3.446 -0.110 -0.583 0.1 1.1 -1.2
N 2.680 2.033 -1.303 1.4 1.8 -1.3
N -1.194 0.322 -0.138 1.5 0.1 0.2
N 1.399 -0.810 -0.696 0.2 0.4 1.0
O -2.471 0.731 0.018 -0.5 1.3 1.2
H 2.480 -1.915 2.131 0.6 -1.0 1.2
H 2.032 -2.821 -0.340 0.4 0.7 0.2
H 1.248 0.371 2.370 0.7 -0.9 -2.0
H 2.837 0.717 1.699 -1.6 -1.4 -1.0
H -0.245 2.094 2.132 0.3 1.1 -1.0
H -1.032 3.098 0.690 2.4 -1.4 1.2
H 0.857 2.867 0.840 0.0 0.1 0.1
H 0.998 -0.016 -2.477 -0.6 -0.5 -0.5
H 2.265 -1.144 -2.530 0.2 -0.7 -0.4
H 0.556 -1.798 -2.238 0.0 0.0 -0.8
H -4.323 0.640 -0.682 1.2 -1.8 -0.3
H -3.696 -1.003 -0.031 -0.2 0.0 0.8
H -2.971 -0.515 -1.503 -0.9 0.6 0.0
```
Positions in Å, forces in eV/Å.

Its total charge is 0. As for the structure (SMILES): CO/N=C(\C)[C@@]1(C#N)CC=CN1C. The energy relative to the best compared isomer or geometry (same formula, charge and spin) comes out at 132.0 kcal per mole. The calculation puts the maximum force at 4.82 eV/Å. For the gap between HOMO and LUMO, the calculation gives 8.415 eV. Its HOMO energy is -7.567 eV. Its LUMO energy is 0.8 eV.

Mulliken population analysis, charges in e, atoms 1 to 4: -0.0029, -0.7731, -0.3615, 0.0812